C39H57ClI2N17 | wB97M-V/def2-TZVPD

Output
- Molar mass: 1053.27 g mol⁻¹
- Total charge: +1
- E_LUMO: -3.96 eV
- Energy: -95411.316 eV
- Highest occupied orbital energy: -12.1 eV
- Gap between HOMO and LUMO: 8.187 eV

Last column: Löwdin charge in e.
Element x y z (Å)
1 C -0.721 -0.582 0.528  -0.13
2 C 0.596 -1.316 0.488  -0.83
3 I 0.683 -2.984 -0.726  0.98
4 C 1.617 -0.930 1.257  -0.84
5 I 3.512 -1.740 1.381  0.97
6 C 1.402 0.157 2.217  -0.34
7 N 1.146 -0.047 3.469  -0.42
8 Cl 1.090 -1.573 4.176  0.82
9 C 0.837 1.171 4.269  -0.13
10 C 0.485 2.123 3.131  -0.15
11 C 1.373 1.637 1.988  -0.07
12 H -0.576 0.470 0.273  0.09
13 H -1.165 -0.620 1.524  0.07
14 H -1.442 -0.987 -0.175  0.07
15 H 0.011 0.942 4.933  0.08
16 H 1.711 1.461 4.853  0.13
17 H 0.659 3.164 3.380  0.11
18 H -0.567 1.993 2.886  0.08
19 H 1.061 1.909 0.987  0.11
20 H 2.404 1.990 2.108  0.15
21 C 2.445 0.140 -2.541  -0.09
22 C 2.334 1.471 -1.970  -0.29
23 N 2.252 2.521 -1.513  0.14
24 H 2.972 0.171 -3.492  0.07
25 H 2.965 -0.520 -1.847  0.05
26 H 1.446 -0.255 -2.723  0.06
27 C 3.152 -6.268 0.955  -0.07
28 C 3.068 -6.183 -0.497  -0.28
29 N 2.980 -6.091 -1.637  0.15
30 H 4.115 -5.891 1.293  0.08
31 H 2.356 -5.674 1.402  0.07
32 H 3.047 -7.304 1.273  0.09
33 C -3.215 1.080 5.176  -0.07
34 C -3.062 1.096 3.726  -0.27
35 N -2.976 1.075 2.579  0.15
36 H -2.289 1.395 5.657  0.05
37 H -4.010 1.762 5.472  0.08
38 H -3.467 0.074 5.508  0.04
39 C 2.059 0.633 8.786  -0.05
40 C 0.960 1.180 7.999  -0.25
41 N 0.090 1.610 7.385  0.16
42 H 3.007 1.029 8.426  0.09
43 H 1.939 0.912 9.831  0.09
44 H 2.068 -0.453 8.706  0.09
45 C -2.368 0.752 9.928  -0.05
46 C -3.323 1.409 9.047  -0.24
47 N -4.085 1.925 8.361  0.15
48 H -1.357 0.980 9.594  0.05
49 H -2.501 1.109 10.948  0.09
50 H -2.527 -0.324 9.903  0.09
51 C 1.517 -5.691 -4.796  -0.07
52 C 0.307 -4.992 -5.206  -0.28
53 N -0.654 -4.445 -5.518  0.13
54 H 2.363 -5.358 -5.395  0.09
55 H 1.727 -5.492 -3.747  0.03
56 H 1.394 -6.765 -4.925  0.09
57 C -2.226 -7.196 -7.298  -0.06
58 C -1.273 -8.059 -7.985  -0.28
59 N -0.525 -8.740 -8.525  0.13
60 H -1.693 -6.410 -6.766  0.04
61 H -2.904 -6.738 -8.016  0.09
62 H -2.804 -7.783 -6.586  0.09
63 C -5.646 -2.297 3.931  -0.06
64 C -4.773 -2.272 5.098  -0.28
65 N -4.084 -2.247 6.016  0.13
66 H -6.599 -2.754 4.194  0.09
67 H -5.825 -1.282 3.579  0.08
68 H -5.183 -2.873 3.133  0.09
69 C -0.493 2.981 -4.588  -0.06
70 C 0.552 2.051 -4.995  -0.26
71 N 1.406 1.355 -5.317  0.15
72 H -0.043 3.816 -4.054  0.09
73 H -1.011 3.359 -5.467  0.09
74 H -1.211 2.480 -3.941  0.08
75 C -2.615 -11.164 -10.136  -0.08
76 C -3.529 -11.642 -9.107  -0.29
77 N -4.246 -12.002 -8.287  0.12
78 H -2.962 -11.473 -11.121  0.08
79 H -2.559 -10.078 -10.098  0.06
80 H -1.617 -11.561 -9.963  0.08
81 C 4.156 2.953 -6.853  -0.08
82 C 5.555 3.266 -6.603  -0.29
83 N 6.662 3.515 -6.422  0.12
84 H 4.084 2.108 -7.536  0.06
85 H 3.643 2.715 -5.924  0.05
86 H 3.670 3.817 -7.302  0.05
87 C 7.870 0.840 -8.612  -0.07
88 C 6.631 1.259 -9.253  -0.29
89 N 5.650 1.612 -9.731  0.13
90 H 8.720 1.292 -9.121  0.08
91 H 7.866 1.172 -7.575  0.07
92 H 7.966 -0.243 -8.652  0.08
93 C -2.584 4.520 6.583  -0.08
94 C -1.965 4.365 5.273  -0.24
95 N -1.511 4.198 4.231  0.16
96 H -3.449 5.176 6.507  0.09
97 H -2.904 3.545 6.945  0.03
98 H -1.891 4.958 7.297  0.07
99 C 4.752 7.163 -7.734  -0.06
100 C 3.669 6.532 -6.990  -0.28
101 N 2.817 6.019 -6.418  0.13
102 H 4.664 6.919 -8.791  0.09
103 H 4.706 8.244 -7.612  0.08
104 H 5.710 6.799 -7.364  0.08
105 C -3.394 4.960 1.606  -0.09
106 C -4.435 5.592 0.806  -0.29
107 N -5.256 6.090 0.178  0.13
108 H -2.412 5.261 1.247  0.08
109 H -3.482 5.256 2.649  0.06
110 H -3.477 3.876 1.542  0.06
111 C -5.236 4.766 10.329  -0.06
112 C -4.053 5.410 9.773  -0.27
113 N -3.120 5.907 9.326  0.14
114 H -6.114 5.379 10.137  0.09
115 H -5.371 3.791 9.863  0.06
116 H -5.120 4.643 11.404  0.09



C22H18KN7S | wB97M-V/def2-TZVPD

Output
- Molar mass: 451.60 g mol⁻¹
- Total charge: 0
- E_LUMO: -0.20 eV
- Energy: -60698.203 eV
- Highest occupied orbital energy: -6.6 eV
- Gap between HOMO and LUMO: 6.406 eV

Last column: Löwdin charge in e.
Element x y z (Å)
1 K 0.572 -0.261 -0.654  0.62
2 C 2.634 -1.168 3.392  -0.04
3 C 2.851 0.061 3.991  -0.06
4 C 2.196 1.180 3.503  -0.01
5 C 1.338 1.039 2.414  -0.21
6 N 1.113 -0.153 1.860  0.04
7 C 1.742 -1.220 2.331  -0.12
8 C 0.652 2.199 1.777  -0.19
9 C 0.639 3.462 2.369  0.00
10 C 0.031 4.503 1.695  -0.04
11 C -0.551 4.269 0.463  -0.01
12 C -0.522 2.974 -0.057  -0.19
13 N 0.073 1.980 0.599  0.11
14 C -1.139 2.644 -1.376  -0.20
15 C -1.852 3.589 -2.116  -0.01
16 C -2.387 3.228 -3.341  -0.06
17 C -2.209 1.934 -3.802  -0.05
18 C -1.498 1.056 -2.998  -0.13
19 N -0.976 1.399 -1.828  0.03
20 H 3.142 -2.059 3.731  0.11
21 H 3.536 0.150 4.824  0.11
22 H 2.379 2.140 3.964  0.10
23 H 1.529 -2.156 1.825  0.11
24 H 1.091 3.630 3.335  0.10
25 H 0.015 5.497 2.124  0.11
26 H -1.013 5.083 -0.074  0.10
27 H -1.996 4.593 -1.749  0.10
28 H -2.936 3.952 -3.928  0.11
29 H -2.610 1.613 -4.753  0.11
30 H -1.339 0.026 -3.302  0.12
31 N 4.561 -2.918 -0.592  0.04
32 C 3.353 -2.352 -0.885  -0.96
33 S 3.374 -0.726 -1.378  0.45
34 N 2.337 -3.197 -0.738  -0.06
35 N 1.103 -2.690 -0.811  -0.13
36 C 0.141 -3.542 -0.776  -0.13
37 C -1.253 -3.132 -0.762  -0.27
38 C -2.251 -4.114 -0.687  -0.03
39 C -3.577 -3.738 -0.629  -0.07
40 C -3.896 -2.386 -0.651  -0.07
41 C -2.850 -1.482 -0.744  -0.15
42 N -1.570 -1.826 -0.803  0.05
43 H 5.377 -2.442 -0.929  0.06
44 H 4.592 -3.920 -0.490  0.08
45 H 0.355 -4.611 -0.728  0.11
46 H -1.968 -5.159 -0.672  0.11
47 H -4.356 -4.487 -0.564  0.11
48 H -4.921 -2.046 -0.598  0.10
49 H -3.058 -0.416 -0.780  0.10



C5H13NS | wB97M-V/def2-TZVPD

Output
- Molar mass: 119.23 g mol⁻¹
- Total charge: 0
- SMILES: CN(C)CCCS
- E_LUMO: 0.94 eV
- Energy: -17718.923 eV
- Highest occupied orbital energy: -8.2 eV
- Gap between HOMO and LUMO: 9.124 eV

Last column: Löwdin charge in e.
Element x y z (Å)
1 C 0.724 -2.299 0.747  -0.12
2 N 1.266 -0.963 0.693  -0.27
3 C 2.668 -0.817 1.339  -0.05
4 C 0.312 0.092 0.916  -0.26
5 C 0.345 0.845 -0.431  -0.33
6 C -0.735 0.480 -1.338  -0.58
7 S -2.284 1.432 -0.947  0.66
8 H -0.127 -2.447 1.466  0.09
9 H 1.516 -3.016 0.918  0.07
10 H 0.253 -2.540 -0.199  0.06
11 H 3.214 0.007 0.981  0.05
12 H 3.191 -1.794 1.280  0.07
13 H 2.723 -0.676 2.450  0.08
14 H 0.300 0.732 1.947  0.16
15 H -0.739 -0.271 1.058  0.10
16 H 1.321 0.604 -0.979  0.13
17 H 0.352 1.963 -0.130  0.12
18 H -0.943 -0.700 -1.303  0.12
19 H -0.542 0.645 -2.356  0.04
20 H -2.716 1.519 -2.240  -0.15



C2H5ClS | wB97M-V/def2-TZVPD

Output
- Molar mass: 96.58 g mol⁻¹
- Total charge: 0
- E_LUMO: -0.58 eV
- Energy: -25509.610 eV
- Highest occupied orbital energy: -9.2 eV
- Gap between HOMO and LUMO: 8.577 eV

Last column: Löwdin charge in e.
Element x y z (Å)
1 C -1.055 1.036 1.028  -0.07
2 C 0.836 -0.346 -1.324  -1.03
3 S 0.845 -1.763 -0.316  0.68
4 Cl 1.865 -0.386 -2.588  0.59
5 H -0.997 2.145 1.076  0.03
6 H -2.045 0.737 0.912  -0.02
7 H -0.511 0.751 1.958  0.03
8 H -0.521 0.545 0.152  -0.06
9 H 1.582 -2.717 -0.899  -0.15



C4H10O | wB97M-V/def2-TZVPD

Output
- Molar mass: 74.12 g mol⁻¹
- Total charge: 0
- SMILES: CC[C@@H](C)O
- E_LUMO: 1.01 eV
- Energy: -6357.616 eV
- Highest occupied orbital energy: -10.2 eV
- Gap between HOMO and LUMO: 11.255 eV

Last column: Löwdin charge in e.
Element x y z (Å)
1 C 2.003 0.054 -0.387  -0.11
2 C 0.658 -0.569 -0.023  -0.23
3 C -0.543 0.364 -0.179  -0.47
4 C -1.835 -0.418 -0.409  -0.06
5 O -0.596 1.151 1.008  -0.05
6 H 2.235 0.914 0.250  0.07
7 H 2.011 0.392 -1.431  0.07
8 H 2.810 -0.678 -0.273  0.07
9 H 0.496 -1.468 -0.629  0.11
10 H 0.666 -0.889 1.027  0.12
11 H -0.383 1.025 -1.047  0.14
12 H -1.802 -0.918 -1.385  0.08
13 H -1.971 -1.184 0.363  0.08
14 H -2.713 0.237 -0.398  0.08
15 H -1.079 1.963 0.817  0.09



C15H32Br6O11S3 | wB97M-V/def2-TZVPD

Output
- Molar mass: 964.03 g mol⁻¹
- Total charge: 0
- E_LUMO: -0.27 eV
- Energy: -491355.327 eV
- Highest occupied orbital energy: -10.0 eV
- Gap between HOMO and LUMO: 9.748 eV

Last column: Löwdin charge in e.
Element x y z (Å)
1 O 3.079 0.847 -3.327  0.13
2 C 2.326 1.707 -3.024  -0.50
3 O 1.547 1.632 -1.907  0.00
4 C 0.679 2.797 -1.882  -0.16
5 C 0.604 3.276 -3.323  -0.14
6 C 2.017 2.963 -3.805  -0.07
7 H 1.103 3.542 -1.204  0.12
8 H -0.297 2.505 -1.496  0.12
9 H 0.323 4.324 -3.407  0.12
10 H -0.120 2.656 -3.853  0.12
11 H 2.779 3.720 -3.599  0.13
12 H 2.088 2.745 -4.869  0.13
13 O -2.005 -3.006 -2.854  -0.28
14 S -0.915 -2.103 -2.803  0.52
15 O -0.813 -1.210 -1.690  -0.31
16 O 0.447 -2.924 -2.979  -0.31
17 C 1.589 -2.455 -2.205  -0.28
18 C 2.850 -3.089 -2.745  -0.05
19 C -0.859 -1.190 -4.323  -0.10
20 H 1.456 -2.721 -1.151  0.07
21 H 1.662 -1.371 -2.224  0.10
22 H 3.058 -2.827 -3.785  0.08
23 H 2.721 -4.173 -2.731  0.08
24 H 3.689 -2.696 -2.174  0.09
25 H -1.574 -0.372 -4.201  0.04
26 H -1.246 -1.798 -5.132  0.08
27 H 0.140 -0.776 -4.420  0.07
28 O -4.086 2.200 -4.205  -0.28
29 S -4.521 0.837 -4.173  0.57
30 O -3.719 -0.095 -4.903  -0.28
31 O -4.656 0.346 -2.665  -0.25
32 C -3.728 0.982 -1.764  -0.27
33 C -3.757 0.330 -0.401  -0.07
34 C -6.237 0.664 -4.628  -0.10
35 H -3.894 2.056 -1.678  0.12
36 H -2.737 0.836 -2.203  0.10
37 H -3.738 -0.748 -0.592  0.09
38 H -4.623 0.602 0.192  0.08
39 H -2.803 0.522 0.077  0.03
40 H -6.373 0.850 -5.687  0.08
41 H -6.777 1.291 -3.930  0.07
42 H -6.431 -0.400 -4.489  0.07
43 O 4.115 0.101 9.063  -0.28
44 S 3.592 1.397 8.783  0.55
45 O 4.297 2.567 9.155  -0.26
46 O 3.322 1.438 7.221  -0.27
47 C 2.905 0.245 6.506  -0.25
48 C 2.445 0.690 5.142  -0.10
49 C 1.938 1.500 9.415  -0.12
50 H 2.085 -0.222 7.065  0.11
51 H 3.748 -0.446 6.481  0.12
52 H 3.213 1.242 4.609  0.08
53 H 1.533 1.288 5.221  0.07
54 H 2.093 -0.182 4.584  0.03
55 H 1.617 2.532 9.498  0.07
56 H 1.897 0.980 10.369  0.07
57 H 1.266 0.957 8.751  0.06
58 C 0.745 0.013 1.275  -1.54
59 Br 0.687 1.823 1.985  0.60
60 Br -0.894 -0.936 1.720  0.62
61 Br 2.260 -1.016 1.894  0.59
62 H 0.832 0.018 0.197  -0.05
63 C -0.446 -4.735 0.635  -1.60
64 Br -0.410 -5.415 -1.160  0.67
65 Br 1.313 -4.342 1.345  0.55
66 Br -1.394 -5.962 1.807  0.56
67 H -1.004 -3.811 0.602  -0.06



Question: What is the gap between HOMO and LUMO in the fourth record?
Answer: 8.577 eV